(1)
Entry from OMol25: 15 unconnected molecules or ions with the total composition C4H37NO15 (the ωB97M-V functional and the def2-TZVPD basis).

Geometry as XYZ:
```
57
Properties=species:S:1:pos:R:3:forces:R:3
O 2.89462 4.09011 0.60146 1.3 2.2 1.7
O -2.13565 -1.27275 2.91646 0.5 0.1 1.8
O 2.77731 -0.55259 3.14411 3.5 -0.4 -2.6
O 1.47227 2.06351 -0.30370 -4.9 6.2 0.3
O 3.59246 -0.11297 -0.14412 0.4 -0.1 0.5
O 1.89193 -3.81255 -1.01005 -4.3 0.3 -0.1
O 1.38344 -1.82016 1.39327 -0.1 0.8 -0.2
O -0.13769 0.90620 -4.01940 3.0 2.7 -0.4
O -0.12940 -1.66444 -3.88853 1.2 1.0 0.8
O -0.41889 1.25018 1.40023 -2.4 -1.0 5.5
O 0.93422 3.12126 -2.82977 -0.9 -1.3 0.9
O 1.56786 1.71821 3.03108 2.6 -1.1 -0.6
O 0.00756 0.05898 5.01214 0.6 0.1 0.1
O 0.60633 0.06765 -1.36797 0.3 -1.3 0.3
O -3.47350 1.09431 1.13336 -0.1 0.1 0.4
N -2.40178 -1.25386 -1.34810 -3.2 -1.1 -0.9
C -3.68973 -1.13130 -2.19157 0.8 1.2 1.6
C -2.86527 -2.02467 -0.13537 -0.5 1.8 0.9
C -1.75803 0.06615 -1.19314 -0.5 -0.4 1.5
C -0.39206 -0.25468 -0.63573 0.5 1.4 -5.8
H -0.29406 -2.10539 -4.68435 -0.5 -1.1 -1.7
H -2.77971 1.75431 1.05125 0.0 0.4 0.1
H -4.52957 -1.20997 -1.46465 0.1 -0.2 -1.0
H -2.04728 -2.19613 0.58065 -0.1 0.0 -0.5
H 0.40456 0.82809 4.57163 -0.3 0.1 -0.3
H 3.03941 0.40724 -0.72874 -0.3 -0.6 -0.7
H -3.67863 -1.84552 -2.99372 -0.3 -0.6 -0.1
H 2.79628 -3.82624 -0.84419 2.2 0.7 1.1
H 1.24250 2.32289 2.37022 -0.4 0.3 -0.4
H -0.74375 -1.95529 -3.23714 -0.9 -0.5 1.1
H 3.62588 -0.40997 3.63196 -0.9 0.0 -0.1
H -3.68282 -1.43131 0.45317 1.3 -0.8 -0.9
H 0.79602 -0.50144 5.04323 -0.3 -0.3 0.0
H -2.92177 0.34258 1.38430 -0.2 -0.3 0.3
H -1.75486 -2.18968 2.86587 -0.3 1.6 0.5
H 2.43329 3.46007 0.08863 -1.3 -1.4 -0.7
H 1.27184 -3.26009 -0.41913 1.9 -1.0 -1.4
H -3.78815 -0.12222 -2.64325 0.3 -0.5 0.2
H 2.34178 4.30872 1.37310 0.3 -0.3 -0.7
H 2.12675 1.51332 -0.44127 4.4 -4.2 -1.0
H -1.93435 0.55476 -2.17910 1.3 -0.3 0.7
H -2.18914 0.77016 -0.43613 -0.4 -0.9 -0.9
H 0.64053 2.28344 -3.26692 -0.4 0.2 0.3
H 1.82464 -1.06233 0.96025 -0.6 -0.2 0.0
H 4.45304 0.32458 -0.18317 0.1 0.0 0.1
H -3.37305 -2.97444 -0.37338 0.6 0.3 -0.4
H 1.36654 3.56906 -3.52017 1.0 1.1 -1.1
H 2.33363 1.18893 2.55731 -2.3 1.4 1.7
H -1.92540 -0.83979 3.82677 0.0 -1.5 -2.4
H 1.82129 -2.52368 0.93552 0.5 -0.9 -0.1
H -0.99640 0.76476 -4.27322 -3.0 -0.7 -0.8
H -0.30642 -0.41510 0.35747 0.1 -1.2 2.5
H 0.16060 0.17249 -3.51224 0.2 -1.3 1.0
H 0.10367 0.61308 1.97790 -0.9 1.4 -1.2
H 3.20423 -0.70154 2.16383 -1.7 0.2 3.2
H 0.03227 1.43300 0.64456 2.6 0.7 -3.3
H 1.20061 2.42206 -1.20150 0.3 -0.6 0.9
```
Positions in Å, forces in eV/Å.

- orbital gap (alpha / beta) (Eh) = 0.09905 / 0.27766
- molecular weight (g mol⁻¹) = 339.33
- LUMO energy (alpha / beta) (eV) = 2.66 / 2.60
- max |F| (Eh/bohr) = 0.1542
- 2S+1 = 2
- highest occupied orbital energy (alpha / beta) (eV) = -0.033 / -4.956
- net charge = -1

(2)
Entry from OMol25: 2 unconnected molecules or ions with the total composition C2H3BrN2S (the ωB97M-V functional and the def2-TZVPD basis).

Geometry as XYZ:
```
9
Properties=species:S:1:pos:R:3:forces:R:3
Br -0.21588 3.59808 -1.07290 0.2 -0.5 0.3
S -0.99286 1.55464 1.16200 1.2 0.8 -0.9
N -1.20304 -0.54306 -0.72036 1.1 -1.2 -0.9
N -0.43152 -1.34012 -0.44290 -2.8 1.5 0.5
C 0.10950 2.14312 0.12403 -0.3 -0.7 1.0
C 0.32163 -2.16705 0.16252 0.3 -2.1 0.0
H 1.14596 1.71825 0.06193 -1.0 0.7 -0.2
H 1.23028 -1.71489 0.45301 1.0 -0.1 0.5
H 0.03594 -3.24897 0.27267 0.4 1.5 -0.3
```
Positions in Å, forces in eV/Å.

- orbital gap (Eh) = 0.29355
- molecular weight (g mol⁻¹) = 167.03
- LUMO energy (eV) = -0.69
- max |F| (Eh/bohr) = 0.0630
- 2S+1 = 1
- highest occupied orbital energy (eV) = -8.676

(3)
Entry from OMol25: a molecular structure, C45H41MoNO5Si (the ωB97M-V functional and the def2-TZVPD basis).

Geometry as XYZ:
```
94
Properties=species:S:1:pos:R:3:forces:R:3
Mo -0.16415 -0.22830 0.12825 -2.3 -1.0 0.8
Si -4.71616 1.53298 1.68738 -0.6 0.4 0.3
O -2.07561 -3.46464 -1.41916 0.1 0.1 0.1
O -0.59058 -1.94337 0.06331 -0.6 -0.3 -0.8
O -0.19499 0.31527 -1.48666 -0.3 1.5 -2.4
O 0.55924 -2.90869 1.69764 -0.4 0.0 -0.4
O 0.70816 -0.08902 1.57848 1.2 1.0 2.1
N 2.08382 -0.75136 -0.64008 -0.2 0.2 0.2
C 2.22379 -1.10123 4.45573 0.0 0.0 -0.1
C -1.98901 -0.66345 -3.37133 0.1 0.1 -0.1
C 1.68009 -0.02301 3.77195 -0.3 -0.1 -0.2
C 1.91326 0.20964 2.28350 1.6 0.3 0.7
C 1.23737 3.97263 -2.93346 0.0 0.0 0.1
C -2.26030 -5.77983 -0.88447 0.0 0.0 0.0
C 1.75823 2.51005 1.12140 -0.1 -0.4 0.1
C 2.19289 3.81687 0.95950 0.0 0.0 0.0
C 1.11657 -0.99059 -2.88659 -0.1 0.3 0.4
C 3.58355 -0.95346 -2.48826 0.0 -0.1 0.1
C 0.68127 0.76528 5.81748 0.0 0.0 -0.1
C -4.54277 3.36756 2.06362 0.1 -0.4 -0.1
C -3.07328 -0.86527 -4.20954 0.0 0.0 0.1
C 3.14562 -0.64537 0.19433 0.1 -0.1 -0.1
C 4.66718 -0.76304 -1.65021 -0.1 0.0 -0.1
C 2.30269 -0.89810 -1.96654 0.1 0.0 0.0
C 2.10532 1.58946 -4.04675 0.0 -0.2 0.1
C 2.94514 -0.75485 1.67997 -0.4 0.0 0.0
C -2.06756 0.56399 -5.85365 0.0 0.0 0.0
C -0.24061 -3.07345 0.81789 1.0 -1.1 1.4
C -0.93404 0.15186 -3.77708 -0.2 0.0 0.5
C -1.90736 -6.85484 -0.09309 0.0 0.0 0.0
C 2.01448 -1.23174 5.82199 0.0 0.0 0.0
C 1.25792 -0.29387 6.50574 0.0 0.0 0.0
C 3.41601 2.14603 2.80570 0.0 -0.1 0.0
C 3.25788 4.28099 1.70977 0.0 0.1 -0.1
C 3.86736 3.44211 2.63097 0.1 0.0 0.1
C 0.27152 0.30826 -2.84737 0.6 -0.3 -1.5
C -5.14262 0.55203 3.22825 0.1 0.1 -0.3
C -0.51488 -5.45017 1.24346 0.1 0.1 0.1
C 0.61551 2.78145 -2.59211 -0.1 0.0 -0.1
C -3.11251 -0.25265 -5.45336 0.0 0.0 -0.1
C 2.35605 1.66171 2.04349 -0.4 0.0 -0.2
C -0.85201 -4.34099 0.45026 -0.5 0.3 -0.6
C 1.05201 1.57868 -3.13972 -0.2 0.1 0.3
C -3.01109 0.95314 1.12115 0.0 0.0 0.0
C 2.73261 2.78059 -4.37845 0.0 0.0 -0.1
C 4.44013 -0.59242 -0.29750 0.0 0.0 0.0
C -5.90368 1.22607 0.26807 0.2 0.0 0.2
C -0.97748 0.77052 -5.01949 0.0 0.0 0.1
C -1.03139 -6.69398 0.97900 0.0 0.0 0.1
C 0.88818 0.89844 4.45564 0.0 0.0 0.0
C -1.74337 -4.51512 -0.63033 0.1 -0.1 0.1
C 2.30538 3.97361 -3.81687 0.0 0.0 0.0
C -1.91068 0.55669 0.75386 1.0 -0.2 -0.3
H 1.43570 -1.19529 -3.90443 0.0 0.0 0.0
H -2.94786 -5.91695 -1.71148 0.0 0.0 0.0
H -1.96486 -1.13514 -2.39676 -0.1 -0.1 0.0
H 2.81574 -1.84869 3.94484 0.0 0.0 0.0
H 2.44811 -2.07169 6.34757 0.0 0.0 0.0
H 3.89452 -0.60228 2.18696 0.0 0.0 0.0
H 3.54122 2.77785 -5.09711 0.0 0.0 0.0
H -3.95822 -0.41293 -6.10842 0.0 0.0 0.0
H 5.67354 -0.76830 -2.04709 0.0 0.0 0.0
H 0.86962 4.90894 -2.53427 0.0 0.0 0.0
H 1.68845 4.46973 0.26408 0.0 0.0 -0.1
H -0.76457 -7.53865 1.59739 0.0 0.0 0.0
H 0.16084 -5.28581 2.07171 0.0 -0.1 0.0
H -0.17002 1.41278 -5.34137 0.0 0.0 0.0
H 0.08074 1.49607 6.34231 0.0 0.0 0.0
H 4.68711 3.80798 3.23470 0.0 0.0 0.0
H -3.89209 -1.49795 -3.89074 0.0 0.0 0.0
H -2.71429 -3.75409 -2.08093 0.0 0.0 0.0
H 0.44881 -1.79790 -2.57362 0.0 -0.1 -0.1
H -5.20253 -0.51907 3.03011 0.0 0.0 0.0
H -3.81950 3.55689 2.85736 0.0 0.0 0.0
H -4.42185 0.71283 4.03065 0.0 0.0 0.0
H -6.89907 1.57226 0.55391 0.0 0.0 0.0
H -5.61459 1.76694 -0.63390 0.0 0.0 0.0
H 3.60128 5.29875 1.58447 0.0 0.0 0.0
H -2.10202 1.05500 -6.81678 0.0 0.0 0.0
H -2.31647 -7.83233 -0.31064 0.0 0.0 0.0
H 3.72458 -1.14892 -3.54185 0.0 0.1 0.0
H -4.25262 3.94113 1.18273 0.0 0.0 0.0
H 3.87396 1.50875 3.55226 0.0 0.0 0.0
H 2.59760 -1.77004 1.87763 0.1 0.0 0.0
H 0.44425 1.72960 3.91964 0.0 0.0 0.0
H -5.98422 0.16593 0.02303 0.0 0.0 0.0
H -0.25370 2.79349 -1.94341 0.0 0.0 0.0
H 2.78773 4.90389 -4.08489 0.0 0.0 0.0
H 0.89759 2.18434 0.53809 -0.1 0.1 -0.1
H 5.26895 -0.45604 0.38311 0.0 0.0 0.1
H 2.42550 0.67408 -4.52855 0.0 0.0 0.0
H 1.12143 -0.38476 7.57490 0.0 0.0 0.0
H -6.12006 0.87452 3.59299 0.0 0.0 0.0
H -5.51182 3.74196 2.40010 0.0 0.0 0.0
```
Positions in Å, forces in eV/Å.

- orbital gap (Eh) = 0.19462
- molecular weight (g mol⁻¹) = 799.85
- LUMO energy (eV) = -8.44
- max |F| (Eh/bohr) = 0.0553
- 2S+1 = 1
- highest occupied orbital energy (eV) = -13.739
- net charge = +2

(4)
Entry from OMol25: a molecular structure, C51H32F5HfN2O4P2S2 (the ωB97M-V functional and the def2-TZVPD basis).

Geometry as XYZ:
```
99
Properties=species:S:1:pos:R:3:forces:R:3
Hf 0.14345 -1.62355 0.27930 0.5 0.0 0.5
S -2.43668 1.02650 -1.89791 0.0 0.0 0.0
S 2.63664 -0.14823 0.53375 -0.1 0.0 0.0
P 1.25885 1.30987 0.65231 -0.3 0.0 0.0
P -1.83831 1.18593 -0.00099 -0.1 0.0 -0.2
F -0.87809 -0.84199 3.55046 0.2 -0.1 0.0
F 3.70889 -3.69799 4.14601 -0.2 0.1 0.0
F 2.33905 -2.81027 6.32525 -0.1 0.1 -0.3
F 2.81733 -3.17289 1.67614 -0.1 0.1 0.2
F 0.03867 -1.39326 5.99379 0.1 -0.1 -0.1
O 0.67670 -3.67694 -0.06032 -0.1 0.1 0.1
O -1.60610 -2.10245 1.16350 0.2 0.1 -0.1
O -3.79645 -2.92902 1.37287 0.0 0.0 0.0
O 1.65672 -5.36219 -1.17070 0.1 -0.1 0.1
N -1.58255 -2.48126 -1.43429 0.1 0.1 -0.3
N 1.67980 -1.92618 -1.74176 0.0 0.0 -0.1
C 3.33088 -1.28648 -3.40264 0.0 0.0 0.0
C 1.77987 1.27161 3.40410 0.0 -0.1 0.0
C -0.24094 0.61790 0.27619 0.0 -0.5 0.2
C -0.59904 -2.19858 -3.60967 0.0 0.0 0.0
C 1.71241 2.72462 -0.41606 0.1 0.0 0.0
C 2.56405 -3.00804 3.97544 0.2 -0.1 0.0
C -4.32984 -0.11551 3.10094 0.0 0.0 -0.1
C 2.41531 4.90681 -2.00015 0.0 0.0 0.0
C -0.89105 -3.90658 -5.28926 0.0 0.0 0.0
C -2.55686 -3.01090 -0.73652 0.0 0.1 0.0
C 1.16602 4.32423 -2.13412 0.0 0.0 0.1
C -4.93970 -1.22180 2.68896 0.0 0.0 0.0
C 0.82027 3.22574 -1.35285 0.0 0.1 0.1
C 0.89884 -2.01969 2.48179 -0.1 -0.1 -0.1
C 3.85621 -0.29495 -4.26366 0.0 0.0 0.0
C -3.29193 -4.14341 -1.13977 0.0 0.1 0.1
C 1.72643 3.17720 4.86932 0.0 0.0 0.0
C 1.47554 -4.18644 -0.92639 -0.2 0.1 -0.2
C 3.28422 -3.52408 -2.56007 0.0 0.0 0.0
C -4.67089 -1.77039 1.32962 0.0 0.0 0.0
C -2.71831 3.83916 -0.25545 0.0 0.0 0.0
C -1.59627 3.34236 1.80215 0.0 0.0 0.0
C 2.14194 1.22318 -3.54221 0.0 0.0 0.0
C -3.05086 0.24460 1.02420 0.0 0.0 0.0
C 0.23945 -1.60147 3.62691 -0.1 0.1 -0.1
C 1.45020 3.99583 3.78301 0.0 0.0 0.0
C -3.39230 0.63116 2.25436 0.0 0.0 0.0
C -2.01571 -4.12114 -3.16608 0.0 0.0 0.0
C 3.87194 -2.59230 -3.35091 0.0 0.0 0.0
C 1.32109 3.44865 2.51386 0.1 0.0 0.0
C -2.80157 -2.28425 0.56534 0.2 0.1 0.0
C 1.62989 0.29426 -2.68148 0.0 0.0 0.0
C 2.21829 -0.98526 -2.58988 0.0 0.0 0.0
C -1.38623 -2.94446 -2.71020 -0.1 0.0 0.1
C -2.07126 2.91825 0.56441 0.0 0.0 0.0
C -1.72146 -4.60576 -4.46234 0.0 0.0 0.0
C 1.47181 2.07778 2.31150 0.1 0.1 0.0
C 1.87126 -2.56077 5.08448 0.1 0.0 0.3
C 1.89172 1.81254 4.67587 0.0 0.0 0.0
C 3.27298 0.93528 -4.33446 0.0 0.0 0.0
C 2.97184 3.31061 -0.29155 0.0 0.0 0.0
C 0.70052 -1.84924 4.91078 -0.1 0.0 0.1
C 2.06788 -2.72465 2.71477 -0.1 -0.1 0.0
C 3.32493 4.39116 -1.08115 0.0 0.0 0.0
C -2.96531 -4.73535 -2.31872 0.0 -0.1 0.0
C -1.77767 4.65355 2.22106 0.0 0.0 0.0
C -2.89283 5.15223 0.15695 0.0 0.0 0.0
C -3.67637 -0.99501 0.44704 -0.1 0.0 0.0
C -0.35285 -2.67213 -4.86653 0.0 0.0 0.0
C 2.18287 -3.13928 -1.77092 -0.1 0.0 0.1
C -2.42767 5.56201 1.39989 0.0 0.0 0.0
H 1.94325 0.21256 3.24793 0.0 0.1 0.0
H -2.98364 1.52956 2.68872 0.1 0.1 0.0
H 4.30642 4.83576 -0.98025 0.0 0.0 0.0
H 1.09446 4.09951 1.67804 0.0 0.0 0.0
H 0.24728 -2.08472 -5.54941 0.0 0.0 0.0
H -3.07785 3.50538 -1.22076 0.0 0.0 0.0
H 0.76574 0.52065 -2.06421 0.0 0.0 0.0
H -4.51251 0.26898 4.09701 0.0 0.0 0.0
H -1.39376 4.95987 3.18589 0.0 0.0 0.0
H 1.33365 5.06372 3.91956 0.0 0.0 0.0
H 4.73698 -2.83039 -3.95919 0.0 0.0 0.0
H -0.25461 -1.22696 -3.29731 0.0 0.0 0.0
H -4.04457 -4.52917 -0.46842 0.0 0.0 0.0
H 2.11417 1.16385 5.51325 0.0 0.0 0.0
H 3.60838 -4.55180 -2.49799 0.0 0.0 0.0
H 2.68670 5.75795 -2.61165 0.0 0.0 0.0
H -3.39252 5.85704 -0.49568 0.0 0.0 0.0
H 1.68058 2.19823 -3.60605 0.0 0.0 0.0
H -2.56481 6.58639 1.72254 0.0 0.0 0.0
H -5.60245 -2.03739 0.82028 0.0 0.0 0.0
H 4.72165 -0.54044 -4.86715 0.0 0.0 0.0
H -4.02392 -0.79967 -0.56774 0.0 0.0 0.0
H -0.14022 2.74820 -1.50357 -0.1 0.0 0.0
H -2.18271 -5.52918 -4.78950 0.0 0.0 0.0
H -5.62679 -1.75920 3.33043 0.0 0.0 0.0
H -1.05546 2.65683 2.44191 -0.1 0.0 0.0
H 0.45488 4.71021 -2.85321 0.0 0.0 0.0
H -3.44577 -5.65165 -2.64195 0.0 0.0 0.0
H 1.81957 3.60070 5.86123 0.0 0.0 0.0
H -0.67138 -4.27633 -6.28168 0.0 0.0 0.0
H 3.67216 1.69338 -4.99567 0.0 0.0 0.0
H 3.67746 2.90924 0.42724 0.0 0.0 0.0
```
Positions in Å, forces in eV/Å.

- orbital gap (Eh) = 0.24874
- molecular weight (g mol⁻¹) = 1136.39
- LUMO energy (eV) = 1.89
- max |F| (Eh/bohr) = 0.0146
- 2S+1 = 1
- highest occupied orbital energy (eV) = -4.879
- net charge = -1